116
Properties=species:S:1:pos:R:3 method="wB97M-V/def2-TZVPD" lumo_ev="0.9 / 0.9" homo_energy_ev="-1.8 / -6.1" max_force_ha_per_bohr=0.132 spin_multiplicity=5 total_charge=-1 gap_ev="2.68 / 6.92"
C 3.11 4.68 0.56
Br 4.51 4.40 2.01
Br 1.26 4.64 1.33
Br 3.25 3.27 -0.86
H 3.17 5.64 0.07
C 0.75 -7.66 1.31
Br 0.30 -5.85 2.02
Br -0.38 -9.13 1.97
Br 2.65 -8.28 1.73
H 0.53 -7.57 0.24
C 7.25 0.30 2.30
Br 6.34 1.65 3.42
Br 7.91 -1.22 3.47
Br 8.83 1.28 1.57
H 6.51 -0.05 1.59
C 1.45 -4.78 -2.78
Br 0.86 -6.60 -3.45
Br 0.37 -4.37 -1.14
Br 1.41 -3.14 -3.94
H 2.49 -4.67 -2.46
C -6.50 2.80 0.71
C -5.01 2.94 0.96
C -4.67 4.43 0.86
C -3.11 4.59 1.13
C -2.79 4.18 2.56
C -3.12 2.66 2.79
N -4.45 2.27 2.25
O -4.82 0.81 2.46
C -1.91 1.92 2.37
C -3.24 2.56 4.32
C -4.32 2.17 -0.12
H -6.94 2.98 1.69
H -6.64 1.76 0.44
H -7.00 3.47 0.01
H -4.92 4.61 -0.19
H -5.29 4.95 1.59
H -2.78 5.62 1.07
H -2.46 3.90 0.59
H -3.39 4.96 3.04
H -1.71 4.34 2.67
H -1.18 2.19 3.13
H -2.12 0.85 2.34
H -1.51 2.25 1.41
H -3.13 1.53 4.65
H -2.72 3.28 4.94
H -4.30 2.64 4.56
H -4.52 1.10 -0.11
H -3.24 2.13 -0.19
H -4.63 2.56 -1.09
C 1.93 0.31 -1.10
C 1.86 -0.06 0.41
C 0.37 -0.59 0.63
C 0.20 -1.38 1.95
C 1.18 -2.47 2.01
C 2.65 -2.05 1.74
N 2.82 -1.13 0.60
O 4.20 -0.85 0.16
C 3.25 -1.43 3.01
C 3.40 -3.36 1.54
C 2.16 1.15 1.38
H 1.81 -0.56 -1.74
H 2.83 0.79 -1.48
H 1.12 0.90 -1.52
H -0.40 0.19 0.58
H -0.01 -1.35 -0.06
H -0.78 -1.85 1.99
H 0.28 -0.67 2.77
H 0.94 -3.22 1.26
H 1.16 -2.99 2.97
H 3.14 -2.20 3.77
H 4.28 -1.07 2.92
H 2.56 -0.67 3.37
H 3.14 -4.01 0.70
H 4.48 -3.34 1.63
H 3.21 -3.93 2.45
H 1.72 2.11 1.09
H 3.22 1.36 1.52
H 1.85 1.30 2.41
C -1.78 3.82 -5.07
C -2.01 2.33 -4.77
C -3.04 1.95 -5.81
C -3.45 0.48 -5.86
C -2.15 -0.29 -6.03
C -0.99 0.02 -5.05
N -0.83 1.43 -4.86
O 0.42 1.91 -4.26
C -1.16 -0.85 -3.79
C 0.16 -0.61 -5.90
C -2.69 2.36 -3.41
H -2.77 4.27 -5.18
H -1.20 3.90 -5.99
H -1.14 4.34 -4.37
H -3.98 2.48 -5.60
H -2.69 2.18 -6.82
H -4.19 0.34 -6.65
H -3.84 0.15 -4.90
H -1.85 -0.20 -7.08
H -2.52 -1.29 -5.82
H -2.01 -0.53 -3.19
H -1.29 -1.91 -3.98
H -0.34 -0.56 -3.13
H 0.27 -0.20 -6.91
H 1.11 -0.36 -5.44
H 0.05 -1.70 -5.92
H -3.49 3.03 -3.10
H -1.88 2.39 -2.68
H -3.25 1.42 -3.38
O 6.06 -5.55 6.65
C 5.22 -5.58 5.74
N 4.68 -6.68 5.23
C 4.70 -4.25 5.24
H 4.91 -7.59 5.62
H 4.33 -6.61 4.29
H 3.81 -3.92 5.79
H 4.51 -4.34 4.17
H 5.59 -3.67 5.47

=====

127
Properties=species:S:1:pos:R:3 method="wB97M-V/def2-TZVPD" lumo_ev=0.4 homo_energy_ev=-7.7 max_force_ha_per_bohr=0.082 smiles="COP(=O)(OC)OC.COP(=O)(OC)OC.COP(=O)(OC)OC.COP(=O)(OC)OC.COP(=O)(OC)OC.Oc1ccc(O)cc1.Oc1ccc(O)cc1.Oc1ccc(O)cc1" gap_ev=8.13
C -13.24 3.16 -2.40
O -12.16 2.57 -2.96
P -11.20 1.51 -2.18
O -10.39 2.20 -1.17
O -10.39 0.57 -3.30
C -9.62 1.28 -4.32
O -12.25 0.52 -1.37
C -11.76 -0.62 -0.66
H -14.02 3.11 -3.17
H -13.18 4.21 -2.10
H -13.74 2.56 -1.65
H -10.32 2.10 -4.51
H -9.45 0.65 -5.19
H -8.63 1.62 -4.02
H -12.49 -1.43 -0.64
H -11.77 -0.32 0.39
H -10.83 -1.06 -1.02
C 1.15 3.69 -4.90
O 0.78 4.61 -5.93
P -0.57 5.48 -5.80
O -0.67 6.58 -6.85
O -1.65 4.23 -5.89
C -2.16 3.87 -7.19
O -0.65 5.99 -4.27
C -1.91 6.28 -3.68
H 0.56 3.88 -4.01
H 2.14 4.08 -4.65
H 1.01 2.66 -5.23
H -3.25 3.91 -7.28
H -1.83 2.83 -7.25
H -1.67 4.45 -7.97
H -2.17 5.50 -2.96
H -2.70 6.45 -4.41
H -1.87 7.13 -3.00
C 2.08 6.97 7.78
O 1.97 5.93 8.66
P 2.77 4.55 8.52
O 2.56 3.96 7.16
O 4.33 4.94 8.93
C 5.28 5.21 7.92
O 2.18 3.76 9.84
C 1.95 4.40 11.08
H 1.86 7.89 8.32
H 1.21 6.98 7.13
H 3.05 7.05 7.28
H 6.11 4.53 8.13
H 5.67 6.23 8.00
H 5.02 5.00 6.88
H 2.38 5.40 11.03
H 2.49 3.82 11.82
H 0.91 4.45 11.39
C 10.40 4.21 -2.67
O 10.64 3.26 -1.72
P 10.05 3.33 -0.25
O 10.55 2.33 0.67
O 10.44 4.87 0.10
C 11.09 5.16 1.37
O 8.47 3.33 -0.46
C 7.47 2.99 0.52
H 11.39 4.55 -2.98
H 9.66 4.98 -2.45
H 9.99 3.66 -3.51
H 11.99 4.56 1.48
H 10.47 4.85 2.20
H 11.30 6.23 1.45
H 6.59 2.53 0.06
H 7.14 3.90 1.01
H 7.92 2.32 1.26
C 7.26 -6.30 -1.74
O 7.61 -7.04 -0.64
P 6.60 -7.17 0.65
O 5.24 -7.62 0.23
O 7.32 -8.16 1.71
C 6.53 -8.88 2.69
O 6.56 -5.65 1.26
C 7.71 -4.95 1.56
H 6.34 -6.50 -2.29
H 8.00 -6.68 -2.45
H 7.22 -5.21 -1.78
H 5.49 -9.20 2.61
H 6.69 -8.35 3.63
H 6.93 -9.88 2.87
H 7.67 -4.27 2.42
H 7.81 -4.20 0.78
H 8.66 -5.49 1.68
O -6.19 -0.76 5.59
C -7.29 -0.19 6.00
C -7.88 -0.85 7.06
C -8.94 -0.25 7.76
C -9.41 0.97 7.37
O -10.53 1.42 7.99
C -8.92 1.54 6.19
C -7.72 1.07 5.59
H -5.75 -0.24 4.91
H -7.65 -1.86 7.39
H -9.48 -0.87 8.47
H -10.76 0.87 8.75
H -9.39 2.50 6.02
H -7.14 1.58 4.84
O -0.91 1.03 1.17
C -0.48 0.02 0.42
C -1.06 -0.12 -0.82
C -0.65 -1.22 -1.54
C 0.15 -2.24 -0.97
O 0.49 -3.25 -1.71
C 0.58 -2.18 0.31
C 0.22 -1.00 1.01
H -0.57 1.16 2.06
H -1.68 0.63 -1.29
H -1.18 -1.30 -2.48
H 0.95 -4.00 -1.34
H 1.12 -2.97 0.82
H 0.66 -0.97 2.00
O -1.84 -7.65 -9.89
C -1.06 -8.59 -9.24
C -0.08 -8.29 -8.26
C 0.50 -9.22 -7.49
C 0.13 -10.56 -7.69
O 0.88 -11.53 -7.02
C -0.83 -10.88 -8.64
C -1.40 -9.91 -9.44
H -2.65 -8.12 -10.11
H 0.07 -7.24 -8.03
H 1.29 -8.99 -6.78
H 1.28 -12.21 -7.56
H -0.92 -11.96 -8.74
H -2.09 -10.14 -10.24

=====

| no. | E (a.u.) |
| --- | --- |
| 1 | -32702.91237 |
| 2 | -4958.45165 |